a.
Formula: C6H9N3
Source: OMol25
Level of theory: the ωB97M-V functional and the def2-TZVPD basis

Geometry as ORCA input:
```
! wB97M-V def2-TZVPD RIJCOSX def2/J DEFGRID3
* xyz 0 1
C -2.22182 -0.90475 -0.90501
C -1.71163 0.55563 -0.57125
C -0.39777 0.74600 0.10505
C -0.16047 1.55776 1.18238
C 1.01584 1.30271 1.79540
C 0.99265 -1.49936 -0.42441
H -3.17445 -1.33268 -0.09018
H -1.56452 -1.80102 -1.24698
H -2.85196 -0.99128 -2.09532
H -2.55281 1.15760 -0.24859
H -1.25716 1.03127 -1.52247
H -0.68655 2.46337 1.78598
H 1.66573 1.46051 2.80565
H 1.60922 -2.09227 0.53033
H 0.39846 -0.75784 -2.50191
N 1.69169 0.38241 0.99312
N 0.84560 0.09125 -0.00724
N 0.79318 -1.85732 -1.63009
*
```

The value obtained for the highest occupied orbital energy is -0.3227 hartree. The gap between HOMO and LUMO comes out at 0.323 Ha. The calculation puts the LUMO energy at -0.002 eV.


b.
Formula: C6H9N3
Source: OMol25
Level of theory: the ωB97M-V functional and the def2-TZVPD basis

Geometry as ORCA input:
```
! wB97M-V def2-TZVPD RIJCOSX def2/J DEFGRID3
* xyz 0 1
C 0.86761 -1.87834 -0.08854
C 1.68358 0.25432 0.10624
C -0.28051 0.82145 0.00161
C 2.58849 1.19749 0.24878
C -0.59728 2.07134 -0.24164
C -0.59725 -1.57186 -0.18400
N 1.83781 -1.07826 0.03052
N -1.01069 -0.28213 0.34917
N -2.40822 -0.07675 0.39400
H 1.11952 -2.93008 -0.17229
H 3.64311 0.96774 0.31426
H 2.30134 2.23239 0.29627
H -1.62201 2.41105 -0.25158
H 0.15897 2.81392 -0.42248
H -0.87112 -1.67569 -1.25319
H -1.14405 -2.34878 0.36677
H -2.84658 -0.17645 -0.52528
H -2.82271 -0.75136 1.03137
*
```

The value obtained for the highest occupied orbital energy is -0.2999 hartree. The gap between HOMO and LUMO comes out at 0.322 Ha. The calculation puts the LUMO energy at 0.593 eV.


Tell me which of them is the least stable. Sure, it is a.


a.
Formula: C4H9BrN3
Source: OMol25
Level of theory: the ωB97M-V functional and the def2-TZVPD basis

Geometry as ORCA input:
```
! wB97M-V def2-TZVPD RIJCOSX def2/J DEFGRID3
* xyz 1 1
C -0.87634 0.87354 0.90193
C -1.51582 0.48971 -0.46465
C -0.86191 -0.56514 0.46358
C 0.88957 -1.45300 -1.08533
N 0.46947 1.31961 0.82892
N 0.67169 2.54463 0.86173
N 0.52938 -0.96245 0.24421
Br 2.36408 3.18992 0.57599
H -1.50980 1.27596 1.62129
H -2.52109 0.33922 -0.26775
H -1.24051 0.71426 -1.51737
H -1.51559 -1.32359 0.83186
H 1.99924 -1.38637 -1.25549
H 0.71257 -2.61853 -1.16155
H 0.49915 -0.83480 -1.94605
H 0.92959 0.00490 0.53948
H 0.97630 -1.60787 0.82917
*
```

The value obtained for the highest occupied orbital energy is -0.5111 hartree. The SMILES is C[NH2+][C@@H]1C[C@@H]1/N=N/Br. The gap between HOMO and LUMO comes out at 0.347 Ha. The calculation puts the LUMO energy at -4.457 eV.


b.
Formula: C4H9BrN3
Source: OMol25
Level of theory: the ωB97M-V functional and the def2-TZVPD basis

Geometry as ORCA input:
```
! wB97M-V def2-TZVPD RIJCOSX def2/J DEFGRID3
* xyz 1 1
C -0.50628 0.75445 -0.46782
C 0.73407 -1.34643 -0.36027
C -1.26723 2.26818 1.22440
C -0.52267 -0.79945 -0.84860
N -0.97280 0.99308 0.66080
N 1.81633 -1.12244 -1.05346
N 0.80713 -1.89946 0.85664
Br 0.24078 2.00216 -1.78374
H -0.89864 3.22207 0.68242
H -1.05496 2.30216 2.28177
H -2.39655 2.14470 1.20674
H -0.61880 -0.93661 -1.93050
H -1.48393 -1.40565 -0.42312
H 1.64464 -0.61572 -1.82010
H 2.82150 -1.44999 -0.88159
H 0.02275 -1.94832 1.41126
H 1.63467 -2.16273 1.24519
*
```

The value obtained for the highest occupied orbital energy is -0.5061 hartree. The SMILES is C/N=C(\Br)CC(N)=[NH2+]. The gap between HOMO and LUMO comes out at 0.370 Ha. The calculation puts the LUMO energy at -3.713 eV.


c.
Formula: C4H9BrN3
Source: OMol25
Level of theory: the ωB97M-V functional and the def2-TZVPD basis

Geometry as ORCA input:
```
! wB97M-V def2-TZVPD RIJCOSX def2/J DEFGRID3
* xyz 1 1
C 0.27241 -2.18768 0.12427
C 0.05628 -1.25527 -1.05247
C 0.15560 0.21259 -0.58959
C -0.88781 1.96101 0.77935
N 0.50748 -1.78795 1.28016
N 1.16100 0.54316 0.30097
N -1.01597 0.78441 -0.00853
Br 2.89856 0.38147 0.03006
H 0.36347 -3.15441 -0.30029
H 0.90117 -1.46745 -1.77301
H -0.98177 -1.39577 -1.56281
H 0.26426 0.64327 -1.51700
H -1.20485 1.88542 1.84439
H 0.15072 2.27889 0.70731
H -1.45577 2.82205 0.38112
H -1.96212 0.65295 -0.34925
H 0.77736 -0.91670 1.70534
*
```

The value obtained for the highest occupied orbital energy (spin up / spin down) is -0.4960 / -0.4904 hartree. The gap between HOMO and LUMO (spin up / spin down) comes out at 0.221 / 0.217 Ha. The calculation puts the LUMO energy (spin up / spin down) at -7.480 / -7.444 eV.


Tell me which of them is the least stable. Sure, it is c.


a.
Formula: H10O4S
Source: OMol25
Level of theory: the ωB97M-V functional and the def2-TZVPD basis

Geometry as ORCA input:
```
! wB97M-V def2-TZVPD RIJCOSX def2/J DEFGRID3
* xyz 0 1
S -1.45618 -3.25094 -0.33544
H -2.28859 -3.56310 -1.30674
H -0.55053 -4.16636 -0.76359
H 1.14124 -0.89250 3.00753
H 0.69109 -1.17766 1.52922
O 1.35665 -0.75019 2.06748
H 1.62634 2.34128 -2.68614
H 1.35796 0.92932 -2.71892
O 2.00346 1.52483 -2.30483
H 0.35107 3.02118 0.23443
H 1.01968 1.73098 -0.23046
O 0.81928 2.22928 0.57385
H -2.61184 0.96608 0.44498
H -1.27495 0.60705 1.33322
O -2.18468 0.45075 1.15542
*
```

The value obtained for the highest occupied orbital energy is -0.3630 hartree. The SMILES is O.O.O.O.S. The gap between HOMO and LUMO comes out at 0.373 Ha. The calculation puts the LUMO energy at 0.268 eV.


b.
Formula: H10O4S
Source: OMol25
Level of theory: the ωB97M-V functional and the def2-TZVPD basis

Geometry as ORCA input:
```
! wB97M-V def2-TZVPD RIJCOSX def2/J DEFGRID3
* xyz 0 1
S -2.78879 2.21306 -0.71745
H -3.31610 3.31359 -0.26557
H -2.44010 1.72670 0.52632
H 0.07140 -0.16317 0.58706
H -0.63947 0.83242 1.27993
O -0.56391 -0.11829 1.31923
H 2.56709 -4.79174 0.46235
H 1.14275 -5.37181 0.87758
O 1.67844 -5.05420 0.15507
H 3.67736 -1.42470 0.88257
H 3.39554 -1.52717 -0.58117
O 2.94711 -1.57442 0.26291
H 1.10870 3.34892 -0.36097
H 0.44282 2.42752 -1.47296
O 0.70750 2.48575 -0.57728
*
```

The value obtained for the highest occupied orbital energy is -0.3541 hartree. The SMILES is O.O.O.O.S. The gap between HOMO and LUMO comes out at 0.375 Ha. The calculation puts the LUMO energy at 0.559 eV.


Tell me which of them is the least stable. Sure, it is b.


a.
Formula: C3H3IO2
Source: OMol25
Level of theory: the ωB97M-V functional and the def2-TZVPD basis

Geometry as ORCA input:
```
! wB97M-V def2-TZVPD RIJCOSX def2/J DEFGRID3
* xyz 0 1
C -0.89234 -0.48598 -0.69617
C 1.09863 -0.20419 -0.03188
C -0.43460 0.60819 0.26798
O -1.80773 -0.61203 -1.45574
O 0.28802 -1.21833 -0.76256
I -0.88799 0.29355 2.39959
H 1.56824 0.52949 -0.72197
H 1.57614 -0.58351 0.88968
H -0.50836 1.67283 0.11107
*
```

The value obtained for the highest occupied orbital energy is -0.3647 hartree. The SMILES is O=C1OC[C@@H]1I. The gap between HOMO and LUMO comes out at 0.351 Ha. The calculation puts the LUMO energy at -0.385 eV.


b.
Formula: C3H3IO2
Source: OMol25
Level of theory: the ωB97M-V functional and the def2-TZVPD basis

Geometry as ORCA input:
```
! wB97M-V def2-TZVPD RIJCOSX def2/J DEFGRID3
* xyz 0 1
C -1.83139 -2.33335 -0.13859
C -0.80556 0.03677 0.06785
C -0.94132 -1.39178 -0.22721
O -2.30342 -3.35259 0.16863
O -0.50225 -0.49990 -1.18819
I 3.92162 -0.37651 -0.00407
H -1.69635 0.65339 0.12020
H 0.03525 0.35846 0.66951
H 2.80904 -0.32266 -1.12041
*
```

The value obtained for the highest occupied orbital energy is -0.3297 hartree. The SMILES is O=C=C1CO1.I. The gap between HOMO and LUMO comes out at 0.337 Ha. The calculation puts the LUMO energy at 0.208 eV.


c.
Formula: C3H3IO2
Source: OMol25
Level of theory: the ωB97M-V functional and the def2-TZVPD basis

Geometry as ORCA input:
```
! wB97M-V def2-TZVPD RIJCOSX def2/J DEFGRID3
* xyz 0 1
C 1.08683 -0.34961 -0.10289
C 2.27730 0.14934 0.01233
C -0.04556 0.66965 -0.02608
O 1.70481 2.04820 0.29222
O 0.49857 1.91340 -0.34328
I 4.26553 -0.12637 -0.00781
H 0.84164 -1.39480 -0.21512
H -0.82760 0.47792 -0.76296
H -0.46522 0.62892 0.99115
*
```

The value obtained for the highest occupied orbital energy (spin up / spin down) is -0.3278 / -0.3277 hartree. The gap between HOMO and LUMO (spin up / spin down) comes out at 0.325 / 0.325 Ha. The calculation puts the LUMO energy (spin up / spin down) at -0.076 / -0.076 eV.


d.
Formula: C3H3IO2
Source: OMol25
Level of theory: the ωB97M-V functional and the def2-TZVPD basis

Geometry as ORCA input:
```
! wB97M-V def2-TZVPD RIJCOSX def2/J DEFGRID3
* xyz 0 1
C 0.95191 -0.35128 1.34769
C -0.01600 -0.49974 0.52947
C -0.18566 0.33865 -0.65794
O 0.57325 0.85893 -1.35407
O -1.57840 0.21952 -1.21093
I -1.84429 1.59496 -2.63020
H 1.06199 -1.20147 2.07944
H 1.54568 0.49094 1.33199
H -0.50850 -1.45050 0.56454
*
```

The value obtained for the highest occupied orbital energy is -0.3473 hartree. The gap between HOMO and LUMO comes out at 0.330 Ha. The calculation puts the LUMO energy at -0.476 eV.


Tell me which of them is the least stable. Sure, it is c.


a.
Formula: CH2O4S
Source: OMol25
Level of theory: the ωB97M-V functional and the def2-TZVPD basis

Geometry as ORCA input:
```
! wB97M-V def2-TZVPD RIJCOSX def2/J DEFGRID3
* xyz 0 1
C 1.13015 0.59084 -0.12087
O -1.05079 -1.43461 -0.44350
O -1.33566 0.27639 1.11071
O -0.06023 0.95675 -0.80658
O 1.29755 -0.05532 0.86178
S -1.47789 0.09753 -0.25983
H 1.93803 1.17130 -0.60342
H -0.44116 -1.60287 0.26172
*
```

The value obtained for the highest occupied orbital energy is -0.3898 hartree. The gap between HOMO and LUMO comes out at 0.417 Ha. The calculation puts the LUMO energy at 0.728 eV.


b.
Formula: CH2O4S
Source: OMol25
Level of theory: the ωB97M-V functional and the def2-TZVPD basis

Geometry as ORCA input:
```
! wB97M-V def2-TZVPD RIJCOSX def2/J DEFGRID3
* xyz 0 1
C 0.32752 1.21065 -1.63386
O 1.05554 0.72936 -2.38974
O -0.73654 0.42579 1.42610
O -0.71847 -0.68065 -0.74776
O 1.40001 -0.43934 0.54186
S 0.00065 -0.63974 0.49437
H -1.06653 1.26125 1.22580
H -0.26220 -1.86732 1.08322
*
```

The value obtained for the highest occupied orbital energy is -0.4232 hartree. The gap between HOMO and LUMO comes out at 0.437 Ha. The calculation puts the LUMO energy at 0.364 eV.


Tell me which of them is the least stable. Sure, it is b.


a.
Formula: C4H10N2O
Source: OMol25
Level of theory: the ωB97M-V functional and the def2-TZVPD basis

Geometry as ORCA input:
```
! wB97M-V def2-TZVPD RIJCOSX def2/J DEFGRID3
* xyz 1 2
C 1.14769 -0.20740 0.21297
N 0.70812 1.14131 0.29300
C -0.02911 1.82590 -0.73540
N -0.12685 1.07336 -1.89597
O -0.66588 2.91201 -0.57679
C 0.10645 -1.30669 0.22663
C -1.06361 -1.16353 1.29426
H 1.50177 -0.28750 1.32658
H 1.92780 -0.24800 -0.56704
H 0.62108 1.45613 1.20892
H 0.34744 0.58063 -2.55085
H -0.85384 1.41363 -2.40268
H -0.41225 -1.49855 -0.80677
H 0.76678 -2.18611 0.32861
H -0.56501 -0.92918 2.20819
H -1.82084 -0.38275 0.90056
H -1.58973 -2.19327 1.53577
*
```

As for the expectation value of S²: 0.7748. The value obtained for the highest occupied orbital energy (spin up / spin down) is -0.5820 / -0.5637 hartree. The gap between HOMO and LUMO (spin up / spin down) comes out at 0.453 / 0.231 Ha. The calculation puts the LUMO energy (spin up / spin down) at -3.505 / -9.067 eV.


b.
Formula: C4H10N2O
Source: OMol25
Level of theory: the ωB97M-V functional and the def2-TZVPD basis

Geometry as ORCA input:
```
! wB97M-V def2-TZVPD RIJCOSX def2/J DEFGRID3
* xyz 1 2
C 1.38728 -2.81877 1.97805
C 0.61956 -1.82315 1.37447
O 0.83922 -0.61379 1.66274
H 1.29725 -3.85882 1.68622
H 2.11703 -2.59302 2.74901
H -0.18710 -2.01081 0.67031
H 0.38119 0.05015 0.99122
C -0.03939 0.13686 -1.33474
N -1.45887 2.58236 -1.35086
C -0.95288 2.00615 -0.23064
N -0.34328 0.89338 -0.11757
H -0.88850 -0.47369 -1.63179
H 0.84084 -0.47564 -1.16920
H 0.20081 0.79093 -2.18122
H -1.17778 3.52869 -1.56368
H -1.64306 2.01751 -2.16938
H -0.99232 2.66164 0.63706
*
```

As for the expectation value of S²: 0.7585. The value obtained for the highest occupied orbital energy (spin up / spin down) is -0.4993 / -0.4993 hartree. The gap between HOMO and LUMO (spin up / spin down) comes out at 0.366 / 0.232 Ha. The calculation puts the LUMO energy (spin up / spin down) at -3.615 / -7.276 eV.


Tell me which of them is the least stable. Sure, it is a.